Entry 1:
{
  "formula": "C35H52O2P4Ti",
  "method": "ωB97M-V with the def2-TZVPD basis set",
  "elements": ["Ti", "P", "P", "P", "H", "C", "C", "H", "C", "C", "C", "C", "C", "C", "C", "C", "C", "H", "H", "H", "H", "H", "H", "H", "H", "H", "H", "H", "H", "H", "H", "H", "H", "H", "H", "H", "H", "H", "H", "H", "H", "H", "H", "H", "H", "H", "C", "C", "C", "C", "C", "C", "O", "H", "H", "H", "H", "H", "H", "O", "P", "C", "C", "C", "C", "C", "C", "C", "C", "C", "C", "C", "C", "C", "C", "C", "C", "C", "C", "H", "H", "H", "H", "H", "H", "H", "H", "H", "H", "H", "H", "H", "H", "H"],
  "coordinates": [[-0.35286, -0.40651, -0.88225], [0.32026, -2.42357, -1.81306], [2.30884, -0.08280, -0.13863], [-2.85821, -0.01685, -1.09122], [1.77975, 3.08224, -1.18918], [0.83646, 3.63042, -1.12401], [0.18260, 3.63666, 0.05188], [0.53896, 3.08863, 0.92527], [1.47926, -2.17243, -3.20492], [1.04999, -3.73328, -0.82608], [-1.19593, -3.07260, -2.56478], [2.92856, 1.36812, 0.78471], [2.65902, -1.28934, 1.19439], [3.71111, -0.44029, -1.27102], [-3.37811, 1.72795, -0.99792], [-3.86573, -0.94214, 0.10727], [-3.54075, -0.44322, -2.72394], [0.33227, 3.80522, -2.07525], [-0.88397, 3.87081, 0.08353], [0.91507, -2.25044, -4.15753], [2.30587, -2.88680, -3.20234], [1.90552, -1.14719, -3.06141], [0.77350, -4.67513, -1.32439], [0.65535, -3.69467, 0.20126], [2.14533, -3.60454, -0.81572], [-0.98756, -4.13415, -2.77401], [-1.47878, -2.58050, -3.50954], [-2.06531, -3.00574, -1.89617], [3.99966, 1.20281, 0.97375], [2.40779, 1.41923, 1.74998], [2.77395, 2.30020, 0.23243], [3.72817, -1.21613, 1.44182], [2.40359, -2.31690, 0.91784], [2.08782, -0.98551, 2.07474], [4.64772, -0.21920, -0.73781], [3.63892, 0.20370, -2.15868], [3.70455, -1.49431, -1.58519], [-4.38874, 1.83320, -1.43038], [-2.67757, 2.34437, -1.57613], [-3.39640, 2.09292, 0.03141], [-4.87777, -1.18040, -0.28154], [-3.98092, -0.38190, 1.05525], [-3.36031, -1.89020, 0.37597], [-4.51463, 0.05856, -2.79679], [-3.66486, -1.53106, -2.82940], [-2.90771, -0.08791, -3.55418], [-0.23497, 0.97360, -3.90312], [0.54097, 0.32861, -4.85806], [0.35521, 0.55268, -6.21897], [-0.62481, 1.44769, -6.58796], [-1.41010, 2.13116, -5.62304], [-1.18375, 1.95946, -4.25078], [-0.14700, 0.47261, -2.61581], [-0.24499, -0.68994, -2.72498], [1.26435, -0.41963, -4.55643], [1.03866, -0.00378, -6.88784], [-0.68392, 1.73044, -7.65566], [-2.17160, 2.81283, -5.97482], [-1.74980, 2.53063, -3.51083], [-0.51946, -0.06437, 0.99184], [-0.81413, -0.05186, 2.49486], [0.41577, 0.91123, 3.36633], [1.48053, 0.22066, 4.00674], [2.44388, 0.95224, 4.70048], [2.30016, 2.32491, 4.86249], [1.30407, 3.01736, 4.16823], [0.35324, 2.31724, 3.41753], [-2.44608, 0.59058, 2.78260], [-3.43235, -0.16362, 3.44576], [-4.67512, 0.42486, 3.70784], [-4.93884, 1.72716, 3.22375], [-4.00426, 2.40064, 2.44657], [-2.74578, 1.85320, 2.22552], [-0.77505, -1.67841, 3.20062], [-0.77947, -2.86531, 2.44542], [-0.76066, -4.08324, 3.14347], [-0.81253, -4.10525, 4.54690], [-0.85326, -2.91927, 5.28811], [-0.84226, -1.69965, 4.61705], [1.53227, -0.87214, 4.00122], [3.31447, 0.40186, 5.11628], [3.03350, 2.88220, 5.47886], [1.25648, 4.11702, 4.19754], [-0.44917, 2.86096, 2.91035], [-3.23433, -1.18445, 3.78888], [-5.42854, -0.12971, 4.26806], [-5.93787, 2.17367, 3.38939], [-4.24308, 3.38804, 1.98548], [-1.99020, 2.38367, 1.62765], [-0.80672, -2.84014, 1.34596], [-0.69871, -5.01904, 2.57429], [-0.82442, -5.05209, 5.07194], [-0.87821, -2.91660, 6.38559], [-0.88922, -0.76024, 5.17368]],
  "homo_ev": [-16.71, -16.72],
  "charge": 3,
  "lumo_ha": [-0.3636, -0.3584],
  "multiplicity": 2
}

=====

Entry 2:
{
  "formula": "C35H52OP4ScSe",
  "method": "ωB97M-V with the def2-TZVPD basis set",
  "elements": ["Sc", "P", "P", "P", "H", "C", "C", "H", "C", "C", "C", "C", "C", "C", "C", "C", "C", "H", "H", "H", "H", "H", "H", "H", "H", "H", "H", "H", "H", "H", "H", "H", "H", "H", "H", "H", "H", "H", "H", "H", "H", "H", "H", "H", "H", "H", "C", "C", "C", "C", "C", "C", "Se", "H", "H", "H", "H", "H", "H", "O", "P", "C", "C", "C", "C", "C", "C", "C", "C", "C", "C", "C", "C", "C", "C", "C", "C", "C", "C", "H", "H", "H", "H", "H", "H", "H", "H", "H", "H", "H", "H", "H", "H", "H"],
  "coordinates": [[-0.29278, -0.48804, -0.89903], [0.81741, 1.90816, -2.08833], [-2.66790, -0.76383, -1.71152], [0.86872, -1.27344, -3.34998], [2.74679, -1.03140, 1.31213], [3.28795, -1.03027, 0.33974], [3.66037, 0.14097, -0.16283], [3.22602, 1.03345, 0.29220], [1.02049, 3.24028, -0.85131], [-0.50731, 2.60446, -3.14238], [2.25712, 2.21945, -3.18533], [-3.38735, -2.41086, -1.39618], [-3.65152, 0.32820, -0.63897], [-3.06607, -0.33992, -3.43419], [2.69562, -1.42497, -3.48487], [0.46007, -0.45981, -4.95597], [0.39757, -3.00639, -3.75760], [3.34730, -1.96071, -0.27240], [4.22770, 0.20887, -1.08837], [1.70341, 2.94353, -0.04316], [0.06504, 3.52068, -0.38542], [1.44857, 4.12285, -1.35083], [-1.45638, 2.65152, -2.58847], [-0.63013, 1.97531, -4.03591], [-0.18872, 3.61457, -3.43920], [3.17553, 1.78880, -2.77251], [2.35979, 3.30855, -3.25570], [2.07784, 1.81721, -4.18646], [-4.47196, -2.26203, -1.29130], [-2.97173, -2.83788, -0.46186], [-3.17448, -3.10016, -2.22898], [-4.69507, 0.01711, -0.77629], [-3.52800, 1.38317, -0.92712], [-3.37784, 0.21496, 0.42422], [-4.15914, -0.36411, -3.49615], [-2.61932, -1.08029, -4.11276], [-2.67796, 0.65731, -3.68554], [2.94684, -2.14027, -4.28400], [3.10931, -1.78665, -2.53359], [3.14709, -0.45098, -3.71545], [0.79031, -1.11690, -5.77591], [0.95965, 0.51184, -5.05385], [-0.62606, -0.30433, -5.03076], [0.89294, -3.31771, -4.69335], [-0.69194, -3.07509, -3.88803], [0.69102, -3.67587, -2.93020], [1.13807, -4.65829, 0.05041], [2.39468, -4.43911, 0.59368], [3.24515, -5.53422, 0.80745], [2.81978, -6.83763, 0.49942], [1.53535, -7.04113, -0.03144], [0.67904, -5.94116, -0.24634], [-0.23880, -3.04282, -0.35304], [0.44383, -1.68301, 0.35729], [2.70384, -3.43132, 0.86191], [4.22826, -5.38559, 1.24146], [3.46757, -7.69999, 0.70238], [1.19945, -8.06519, -0.24008], [-0.32881, -6.12184, -0.61747], [-0.36653, 0.63028, 0.80836], [-0.54481, 1.38085, 2.16781], [-0.96171, 3.09425, 1.78504], [-2.11074, 3.27221, 0.99298], [-2.46870, 4.54709, 0.55117], [-1.71688, 5.66448, 0.94367], [-0.59964, 5.50513, 1.77149], [-0.21590, 4.22393, 2.19754], [-1.90255, 0.64560, 3.07517], [-2.72216, 1.45196, 3.88650], [-3.83820, 0.92675, 4.54025], [-4.14482, -0.43327, 4.35515], [-3.30629, -1.25011, 3.58737], [-2.17269, -0.72732, 2.95031], [0.91184, 1.40104, 3.21672], [2.11227, 1.91374, 2.68483], [3.26612, 2.02935, 3.47261], [3.21859, 1.61126, 4.81647], [2.04357, 1.06320, 5.33942], [0.88922, 0.96464, 4.55606], [-2.74553, 2.42270, 0.73817], [-3.37487, 4.66970, -0.04448], [-2.06901, 6.66732, 0.68257], [-0.05519, 6.37973, 2.14747], [0.63191, 4.09687, 2.86814], [-2.47511, 2.50756, 3.97723], [-4.44136, 1.58527, 5.17549], [-5.04241, -0.85191, 4.81600], [-3.53439, -2.31189, 3.48854], [-1.52353, -1.38929, 2.35532], [2.16066, 2.23752, 1.64319], [4.18649, 2.45007, 3.02821], [4.09952, 1.73192, 5.45680], [2.02201, 0.70885, 6.36859], [-0.03541, 0.55250, 4.96798]],
  "homo_ev": -16.42,
  "charge": 3,
  "lumo_ha": -0.3560,
  "e_above_lowest_kcal_mol": 7.1
}

=====

Entry 3:
{
  "formula": "C35H53NO19P",
  "method": "ωB97M-V with the def2-TZVPD basis set",
  "elements": ["N", "O", "O", "O", "C", "C", "C", "C", "C", "C", "O", "O", "H", "H", "H", "H", "H", "H", "C", "C", "C", "C", "C", "C", "O", "O", "H", "H", "H", "H", "H", "H", "C", "C", "C", "C", "C", "C", "O", "O", "H", "H", "H", "H", "H", "H", "C", "C", "C", "C", "C", "C", "O", "O", "H", "H", "H", "H", "H", "H", "C", "O", "P", "O", "O", "C", "O", "C", "H", "H", "H", "H", "H", "H", "H", "H", "H", "C", "O", "C", "C", "O", "C", "H", "H", "H", "H", "H", "H", "H", "H", "H", "H", "C", "O", "C", "C", "O", "C", "H", "H", "H", "H", "H", "H", "H", "H", "H", "H"],
  "coordinates": [[6.86163, -11.45695, 9.72212], [6.46798, -12.62693, 9.45028], [7.70792, -10.95876, 8.93806], [6.54124, -10.90284, 10.77179], [7.34818, -6.00368, 10.44541], [6.73323, -7.19957, 10.78387], [6.59354, -7.57805, 12.11292], [6.91904, -6.66583, 13.10238], [7.44428, -5.41941, 12.76282], [7.76137, -5.12469, 11.42407], [8.51003, -4.02512, 11.07027], [6.21965, -8.82919, 12.44037], [7.48007, -5.70694, 9.41134], [6.39597, -7.92891, 10.05777], [6.70722, -6.89262, 14.13909], [7.71763, -4.74381, 13.56521], [8.48591, -3.40064, 11.80220], [6.30139, -9.45770, 11.69692], [9.85453, -8.61686, 10.27135], [10.32403, -7.56147, 11.02692], [11.63156, -7.12119, 10.86274], [12.44523, -7.71509, 9.93809], [11.95301, -8.69144, 9.06396], [10.68346, -9.22136, 9.32508], [10.26278, -10.32301, 8.64830], [12.08374, -6.08950, 11.66315], [8.84731, -8.97785, 10.44045], [9.70476, -7.23283, 11.85566], [13.37146, -7.20814, 9.68850], [12.56081, -9.11607, 8.27906], [9.28705, -10.38273, 8.71014], [11.39310, -5.81148, 12.26773], [9.85436, -16.09638, 9.47710], [10.90649, -16.36857, 10.36222], [11.51362, -15.31090, 11.04482], [10.99043, -14.05020, 10.93023], [9.94304, -13.75652, 10.05255], [9.39518, -14.79509, 9.30980], [8.39282, -14.57307, 8.41060], [12.53272, -15.49328, 11.97659], [9.50128, -16.96596, 8.94152], [11.17442, -17.40856, 10.48855], [11.45407, -13.19450, 11.40509], [9.57642, -12.74049, 10.01746], [7.89080, -13.78561, 8.67378], [13.32098, -15.77782, 11.50274], [4.94476, -16.20241, 12.57592], [5.20093, -16.49640, 13.90910], [5.94449, -15.59849, 14.67222], [6.60701, -14.60403, 14.00513], [6.35352, -14.26354, 12.69248], [5.50028, -15.07984, 11.96342], [5.15030, -14.73952, 10.69290], [6.13882, -15.82644, 16.01496], [4.20626, -16.81491, 12.07550], [4.67476, -17.31698, 14.37912], [7.30121, -13.99927, 14.58555], [6.80434, -13.42823, 12.17133], [5.68018, -13.99345, 10.36065], [6.73679, -15.17937, 16.39683], [5.61966, -12.47704, 6.12723], [6.29424, -11.83287, 5.00420], [7.14756, -12.74391, 3.98251], [6.69453, -14.12758, 3.87437], [7.15456, -11.90663, 2.61539], [7.31440, -10.50663, 2.67518], [8.65148, -12.42005, 4.46312], [9.07294, -12.65577, 5.83049], [5.03224, -13.28728, 5.69293], [5.10066, -11.64841, 6.59633], [6.35471, -12.95976, 6.76899], [7.52760, -10.11011, 3.67133], [6.40724, -9.95396, 2.41731], [8.13122, -10.17771, 2.03350], [8.39178, -13.39680, 6.24091], [9.08341, -11.70441, 6.35149], [10.04222, -13.14642, 5.89032], [1.20838, -11.16909, 12.71975], [2.60479, -11.10743, 12.74346], [3.30993, -12.11973, 12.03536], [3.18870, -12.01848, 10.51202], [1.99633, -12.53179, 9.93666], [2.03030, -13.92249, 9.60978], [0.81596, -10.33722, 13.30499], [0.88535, -12.07869, 13.24965], [0.82092, -11.15534, 11.69772], [2.95584, -13.04170, 12.51121], [4.36169, -12.01699, 12.29890], [4.01743, -12.57213, 10.06236], [3.34870, -11.00091, 10.15644], [2.78667, -13.97012, 8.82119], [1.04832, -14.20475, 9.23789], [2.27274, -14.50058, 10.50367], [6.26755, -8.68806, 7.45311], [5.46703, -7.67647, 6.87587], [4.28840, -7.46231, 7.67404], [3.73582, -6.04845, 7.49814], [3.71512, -5.76166, 6.13554], [3.07831, -4.54896, 5.81501], [7.02884, -8.31644, 8.14128], [6.79259, -9.34935, 6.75740], [5.61582, -9.42040, 7.94635], [4.48723, -7.62066, 8.73431], [3.57710, -8.19200, 7.28636], [4.28068, -5.31356, 8.10586], [2.70158, -6.05070, 7.87946], [2.00915, -4.62647, 6.03598], [3.15588, -4.39199, 4.73775], [3.60801, -3.70482, 6.26631]],
  "homo_ev": -5.76,
  "charge": -1,
  "lumo_ha": 0.0791
}

=====

Entry 4:
{
  "formula": "C35H53NOP2SbTi",
  "method": "ωB97M-V with the def2-TZVPD basis set",
  "elements": ["Ti", "P", "P", "N", "C", "H", "H", "C", "H", "H", "C", "H", "H", "C", "H", "H", "C", "C", "H", "H", "H", "C", "C", "H", "H", "H", "C", "C", "H", "H", "H", "C", "C", "H", "H", "H", "C", "C", "H", "H", "H", "C", "H", "H", "H", "C", "H", "H", "H", "C", "H", "H", "H", "H", "H", "H", "H", "O", "H", "H", "C", "C", "C", "C", "C", "C", "Sb", "C", "C", "C", "C", "C", "C", "C", "C", "C", "C", "C", "C", "H", "H", "H", "H", "H", "H", "H", "H", "H", "H", "H", "H", "H", "H", "H"],
  "coordinates": [[0.79428, -0.34759, 0.71234], [0.17476, -2.10776, -0.83519], [0.32136, 2.10642, 0.92027], [2.66021, 0.00425, -0.31754], [1.88064, -2.00889, -1.66821], [2.44864, -2.91682, -1.39550], [1.62031, -2.10382, -2.73341], [2.72157, -0.76862, -1.56018], [3.73011, -1.04732, -1.94321], [2.39006, -0.06889, -2.32894], [2.58782, 1.45927, -0.67116], [1.85306, 1.43600, -1.50788], [3.56593, 1.89496, -1.00402], [2.06215, 2.47446, 0.33781], [1.98920, 3.46359, -0.14434], [2.71555, 2.70306, 1.20569], [0.47515, 3.13783, 2.49441], [1.27986, 2.41554, 3.57653], [2.25792, 2.06447, 3.23500], [0.75955, 1.54115, 3.97873], [1.47001, 3.08464, 4.42970], [-0.77839, 3.18312, -0.15671], [-2.29817, 3.07071, 0.09966], [-2.84385, 3.58194, -0.71300], [-2.58646, 3.57101, 1.03283], [-2.65540, 2.03546, 0.13387], [-1.10519, -2.24214, -2.16891], [-2.50397, -2.65260, -1.69121], [-3.22555, -2.51453, -2.50948], [-2.87428, -2.05712, -0.85354], [-2.53592, -3.70510, -1.40653], [0.25512, -3.91114, -0.16018], [-1.01637, -4.44566, 0.52306], [-0.76370, -5.09981, 1.37714], [-1.64405, -5.05821, -0.14213], [-1.65141, -3.65942, 0.93780], [-1.18485, -0.30763, 0.53726], [-0.38898, 4.67834, -0.23307], [0.50614, 4.93178, 0.34395], [-0.19494, 4.95508, -1.28039], [-1.21417, 5.31552, 0.12084], [-0.74341, -3.05704, -3.43600], [-1.64738, -3.54331, -3.83831], [-0.34479, -2.40155, -4.22580], [-0.00455, -3.83676, -3.23303], [0.72390, -4.99799, -1.13569], [0.97651, -5.91649, -0.57754], [-0.06066, -5.27576, -1.85137], [1.61468, -4.70537, -1.69164], [-0.88921, 3.60943, 3.02164], [-1.59490, 2.76476, 3.09593], [-0.77588, 4.06945, 4.02272], [-1.31682, 4.37486, 2.35548], [1.06587, 4.03094, 2.21152], [1.00752, -3.81621, 0.64551], [-0.60545, 2.72536, -1.14554], [-1.19995, -1.19880, -2.49489], [-2.37473, -0.38224, 0.54892], [-2.11687, 0.50356, -1.67214], [-2.60634, 0.63056, -2.26946], [-0.12722, 0.07671, 7.53320], [1.19139, -0.20886, 7.16398], [1.48023, -0.54530, 5.83646], [0.45954, -0.61529, 4.89382], [-0.83765, -0.25407, 5.24962], [-1.13995, 0.09347, 6.56926], [0.88521, -1.58749, 2.98666], [3.05707, -1.69586, 3.02534], [3.83356, -0.83978, 2.25337], [5.21970, -0.80598, 2.38487], [5.83304, -1.70507, 3.25962], [5.06275, -2.61642, 3.99120], [3.66970, -2.60500, 3.88086], [-0.31336, -3.27943, 3.58304], [0.30421, -4.37784, 4.17642], [-0.46242, -5.30966, 4.88212], [-1.85073, -5.16039, 4.95015], [-2.47793, -4.10123, 4.28580], [-1.70812, -3.15778, 3.59832], [-0.36440, 0.31241, 8.57214], [1.99412, -0.18732, 7.89981], [2.50941, -0.77242, 5.54676], [-1.63795, -0.26452, 4.50263], [-2.16274, 0.36349, 6.83074], [3.38289, -0.19755, 1.49515], [5.79419, -0.07567, 1.81039], [6.91190, -1.67982, 3.36906], [5.54200, -3.32400, 4.66554], [3.07553, -3.29476, 4.47016], [1.38190, -4.50984, 4.10014], [0.03232, -6.13468, 5.39556], [-2.44887, -5.87056, 5.51639], [-3.56286, -3.97844, 4.31792], [-2.20485, -2.33123, 3.08734]],
  "homo_ev": [-10.04, -10.50],
  "charge": 1,
  "lumo_ha": [-0.1125, -0.1288],
  "multiplicity": 3
}

=====

- Number 4 is which compound?
  C35H53NOP2SbTi